1.
{
  "formula": "C3H22N6O8",
  "method": "the ωB97M-V functional and the def2-TZVPD basis",
  "multiplicity": 2,
  "homo_energy_ev": [-11.880, -11.829],
  "e_tot_ev": -28781.053,
  "homo_lumo_gap_ev": [8.6, 3.1],
  "lumo_energy_ev": [-3.3, -8.8],
  "e_above_lowest_ev": 1.2459,
  "charge": 1,
  "s2": 0.76,
  "species": ["C", "O", "N", "N", "H", "H", "H", "H", "C", "O", "N", "N", "H", "H", "H", "H", "C", "O", "N", "N", "H", "H", "H", "H", "O", "H", "H", "O", "H", "H", "O", "H", "H", "O", "H", "H", "O", "H", "H"],
  "positions_angstrom": [[3.4021, 1.4520, 2.8697], [3.6611, 0.3037, 2.6219], [2.6368, 2.2103, 2.2214], [3.9510, 1.9788, 3.9534], [2.3779, 3.0800, 2.6649], [2.0171, 1.6933, 1.6141], [3.8840, 2.9827, 4.0412], [4.6831, 1.4830, 4.4415], [0.4233, 0.0167, -0.3910], [0.6005, -0.2623, 0.8058], [-0.3288, -0.6125, -1.2552], [0.8857, 1.0944, -0.8757], [-0.3913, -0.3212, -2.2203], [-1.0434, -1.1715, -0.8113], [0.7123, 1.3478, -1.8379], [1.3845, 1.6589, -0.2029], [-2.3315, -2.0747, 1.5353], [-1.6377, -2.5409, 2.3542], [-2.3772, -0.7813, 1.2339], [-3.1064, -2.7262, 0.7585], [-1.5355, -0.3045, 1.5244], [-2.9933, -0.4488, 0.5059], [-3.6100, -2.1772, 0.0764], [-3.2063, -3.7300, 0.8087], [-0.2428, 0.9869, -3.8190], [-0.5876, 0.9972, -4.7119], [-0.9143, 1.4262, -3.2973], [1.9587, -1.9995, 3.4130], [2.4763, -1.2604, 3.0937], [1.1775, -2.0021, 2.8599], [-2.2218, -2.6926, -2.7179], [-1.7376, -2.0360, -3.2186], [-1.6359, -3.4489, -2.6845], [1.4076, 3.1387, -3.1839], [1.1971, 2.3226, -3.6377], [2.0384, 3.5756, -3.7561], [-3.4956, -0.3303, -1.2413], [-4.3602, -0.0471, -1.5388], [-3.1177, -0.7808, -1.9966]],
  "forces_ev_per_angstrom": [[3.66, -3.26, 3.32], [-0.15, -2.72, -1.46], [-4.03, 3.48, -3.55], [0.89, 2.12, 2.07], [-0.48, -0.18, -0.57], [-0.21, 0.46, 0.20], [0.44, -0.21, 0.52], [-0.22, 0.13, -0.28], [-0.30, -0.42, 2.13], [-0.94, -0.83, 0.52], [-2.35, -3.11, -0.69], [2.46, 4.06, -0.96], [-0.03, -0.14, 0.22], [0.22, -0.43, -0.81], [0.63, 0.50, 0.49], [0.27, 0.37, -1.00], [-1.70, 1.15, -2.82], [3.59, -1.49, 4.78], [2.07, 2.31, 0.92], [-2.88, -2.88, -2.53], [0.29, 0.84, 0.15], [-0.37, 0.59, -0.12], [-0.26, -0.70, -0.22], [-0.10, 0.18, 0.00], [0.00, -0.52, 0.31], [0.00, -0.02, -0.46], [-0.36, 0.52, 0.06], [-0.32, -0.45, 0.32], [0.55, 0.54, -0.24], [-0.16, 0.00, -0.17], [-0.39, 0.47, 0.28], [0.28, -0.06, -0.42], [0.17, -0.32, 0.03], [-0.06, 0.10, 0.30], [-0.07, -0.21, -0.33], [0.23, 0.25, -0.02], [-0.11, 0.15, 0.26], [-0.42, 0.22, -0.02], [0.17, -0.50, -0.19]]
}

2.
{
  "formula": "C21H24BN7PdS",
  "method": "the ωB97M-V functional and the def2-TZVPD basis",
  "multiplicity": 5,
  "homo_energy_ev": [-14.586, -14.705],
  "e_tot_ev": -47570.597,
  "homo_lumo_gap_ev": [7.9, 5.4],
  "lumo_energy_ev": [-6.7, -9.3],
  "e_above_lowest_ev": 2.0015,
  "charge": 2,
  "s2": 6.05,
  "species": ["Pd", "B", "N", "C", "C", "C", "N", "N", "C", "C", "C", "N", "H", "H", "H", "H", "H", "H", "H", "H", "S", "C", "C", "C", "C", "C", "C", "C", "C", "C", "N", "H", "H", "H", "H", "H", "H", "C", "C", "C", "N", "H", "H", "H", "H", "H", "C", "C", "C", "N", "H", "H", "H", "H", "H"],
  "positions_angstrom": [[0.0911, -0.1504, -0.2692], [1.5765, -0.4475, 2.6237], [0.1125, 0.0638, 2.7795], [-0.5418, 0.5063, 3.8602], [-1.8757, 0.7173, 3.5305], [-1.9587, 0.3628, 2.1914], [-0.7509, -0.0374, 1.7570], [2.3355, 0.5209, 1.6589], [3.4280, 1.2499, 1.8736], [3.8052, 1.8661, 0.6764], [2.8716, 1.4329, -0.2412], [1.9994, 0.5901, 0.3568], [2.1139, -0.4127, 3.6900], [1.5377, -1.5337, 2.1007], [-0.0273, 0.6105, 4.8016], [-2.6686, 1.0405, 4.1815], [-2.8113, 0.3508, 1.5308], [3.8926, 1.2632, 2.8458], [4.6500, 2.5105, 0.5107], [2.7718, 1.6587, -1.2906], [-2.0223, 4.0334, 0.7488], [-0.5704, 4.0438, 1.6727], [0.2749, 2.9824, 1.4200], [-0.2748, 2.1388, 0.4699], [-1.5202, 2.5850, -0.0307], [-2.2270, 1.8863, -1.0584], [-3.3711, 2.3839, -1.6825], [-3.9560, 1.6475, -2.7009], [-3.3830, 0.4427, -3.0598], [-2.2459, -0.0048, -2.3780], [-1.6863, 0.6903, -1.4067], [-0.4097, 4.8434, 2.3833], [1.2200, 2.8418, 1.9218], [-3.7824, 3.3394, -1.3841], [-4.8391, 2.0143, -3.2055], [-3.7993, -0.1628, -3.8525], [-1.7829, -0.9514, -2.6211], [-1.7889, -4.4448, 1.9893], [-1.5549, -4.4865, 0.4740], [-1.2323, -3.1638, -0.0454], [-0.9954, -2.1079, -0.4256], [-2.0149, -5.4493, 2.3390], [-2.6278, -3.7975, 2.2381], [-0.9022, -4.0889, 2.5108], [-2.4371, -4.8436, -0.0603], [-0.7273, -5.1498, 0.2167], [4.1293, -0.8636, -3.7999], [2.7111, -1.3669, -4.0909], [1.7597, -0.9110, -3.0845], [1.0279, -0.5348, -2.2857], [4.8018, -1.2430, -4.5656], [4.4793, -1.2149, -2.8310], [4.1710, 0.2240, -3.8186], [2.6710, -2.4576, -4.1037], [2.3538, -1.0168, -5.0609]],
  "forces_ev_per_angstrom": [[-0.16, -0.23, -0.09], [0.07, -0.03, 0.10], [-0.24, 0.05, 0.00], [0.07, 0.02, 0.04], [0.01, -0.03, -0.04], [0.13, 0.01, 0.09], [-0.07, -0.03, -0.11], [-0.08, -0.06, 0.10], [0.03, 0.03, -0.09], [-0.02, -0.01, 0.02], [-0.01, -0.05, -0.06], [0.13, 0.17, -0.06], [0.01, -0.02, 0.03], [-0.02, -0.01, -0.03], [-0.01, -0.01, 0.00], [0.00, 0.00, 0.01], [-0.01, -0.01, -0.01], [0.00, 0.00, 0.01], [0.00, 0.01, 0.00], [0.00, 0.01, 0.01], [-0.04, 0.00, -0.08], [0.00, 0.00, 0.05], [-0.03, -0.10, -0.08], [0.26, 0.17, 0.14], [-0.15, 0.03, -0.03], [-0.06, -0.01, -0.06], [0.04, 0.02, 0.04], [-0.01, -0.01, -0.01], [0.04, -0.03, 0.01], [-0.04, 0.01, -0.02], [0.01, 0.09, 0.13], [0.00, 0.01, 0.00], [0.03, 0.00, 0.00], [0.00, 0.00, 0.00], [0.00, 0.00, 0.00], [0.00, 0.00, 0.00], [0.00, -0.01, -0.01], [0.00, -0.01, 0.00], [0.01, -0.03, 0.04], [-0.06, 0.06, -0.07], [0.11, -0.01, 0.05], [0.00, 0.00, 0.00], [0.00, 0.00, 0.00], [0.00, 0.00, 0.00], [0.00, 0.00, 0.00], [0.00, 0.00, -0.01], [0.01, 0.00, -0.01], [0.02, -0.02, -0.03], [-0.08, 0.06, 0.02], [0.11, -0.03, 0.02], [0.00, 0.00, 0.00], [0.00, 0.00, 0.00], [0.00, 0.00, 0.00], [0.00, 0.00, 0.00], [0.00, -0.01, 0.00]]
}

3.
{
  "formula": "C12H10Cl2",
  "method": "the ωB97M-V functional and the def2-TZVPD basis",
  "homo_energy_ev": -7.979,
  "e_tot_ev": -37647.892,
  "homo_lumo_gap_ev": 7.4,
  "lumo_energy_ev": -0.6,
  "e_above_lowest_ev": 2.8052,
  "species": ["C", "C", "C", "C", "C", "C", "C", "C", "C", "C", "C", "C", "Cl", "Cl", "H", "H", "H", "H", "H", "H", "H", "H", "H", "H"],
  "positions_angstrom": [[-2.5037, -2.0571, -2.2381], [-2.7970, -0.8353, -1.6534], [-1.1351, -2.4524, -2.2799], [-1.7906, -0.0662, -1.1210], [-0.1139, -1.6250, -1.7880], [-0.4430, -0.4847, -1.0212], [2.3575, 1.8851, 1.7792], [1.6687, 2.2013, 0.6771], [1.8702, 1.0764, 2.8492], [0.5943, 1.5885, -0.1270], [0.6603, 0.5139, 3.0588], [0.5298, 0.2572, -0.3389], [0.4623, -0.3923, 4.5129], [1.8749, -0.8603, 0.1494], [-3.2117, -2.7807, -2.8002], [-3.8408, -0.5825, -1.7136], [-0.7559, -3.3907, -2.8549], [-1.9813, 0.9185, -0.6469], [0.9594, -1.9605, -1.9842], [3.3296, 2.4015, 1.9670], [2.0553, 3.0708, 0.2727], [2.6422, 0.6957, 3.4320], [-0.0468, 2.0625, -0.8284], [-0.3846, 0.8165, 2.6973]],
  "forces_ev_per_angstrom": [[1.40, -2.22, -1.15], [-0.59, -0.97, -1.00], [0.64, -0.48, -1.37], [0.82, 1.24, 1.67], [0.40, -1.33, 0.12], [-2.25, -1.43, -3.02], [-0.61, 0.72, 0.14], [-0.48, -0.15, -0.78], [-1.25, -1.66, -0.98], [1.22, -2.04, 1.21], [-1.06, 1.93, 0.35], [2.69, 0.36, 1.23], [-0.10, -0.58, 0.26], [-0.66, 1.03, 0.36], [0.79, 1.67, 1.39], [-0.10, 0.77, 0.35], [-1.14, 1.69, 1.10], [-0.34, -0.81, -0.27], [-1.71, 0.66, 0.60], [-1.08, -0.25, -0.15], [0.76, 1.63, -1.51], [1.13, -0.57, 1.50], [-0.54, 1.27, 0.09], [2.06, -0.50, -0.14]]
}

4.
{
  "formula": "C6H9NO3",
  "method": "the ωB97M-V functional and the def2-TZVPD basis",
  "homo_energy_ev": -10.074,
  "e_tot_ev": -13997.377,
  "homo_lumo_gap_ev": 10.6,
  "lumo_energy_ev": 0.5,
  "e_above_lowest_ev": 3.2313,
  "species": ["O", "C", "C", "C", "C", "O", "C", "C", "N", "H", "H", "H", "H", "H", "H", "H", "O", "H", "H"],
  "positions_angstrom": [[1.2027, -0.5400, -1.9840], [1.2262, 0.0765, -0.7326], [0.2666, 1.1661, -0.4376], [-1.0674, 0.9183, -1.1315], [-1.1912, -0.4368, -0.3806], [-1.3526, -1.6132, -1.1191], [0.1725, -0.2060, 0.2943], [0.4811, -0.5562, 1.6905], [1.5882, -0.5946, 2.2885], [1.7846, -1.3055, -1.9675], [2.2240, 0.2209, -0.3125], [0.5915, 2.1128, -0.0063], [-1.8490, 1.6290, -0.8430], [-1.0207, 0.8459, -2.2260], [-2.0141, -0.4078, 0.3443], [-0.6422, -1.6406, -1.7730], [-0.5080, -0.0269, 2.7045], [-1.1338, 0.5682, 2.2776], [1.2417, -0.2101, 3.3141]],
  "forces_ev_per_angstrom": [[-0.10, -0.04, -0.40], [0.13, 0.08, 0.54], [0.16, 0.38, 0.26], [-0.09, 0.12, -0.18], [0.13, 0.02, 0.00], [-0.12, -0.11, -0.02], [-0.48, -1.35, -0.16], [-0.65, 4.02, 2.92], [-0.38, 0.04, 1.93], [0.07, -0.02, 0.07], [-0.28, -0.04, -0.05], [-0.04, -0.27, -0.15], [0.18, -0.13, -0.10], [0.00, 0.02, 0.30], [0.23, -0.05, -0.13], [-0.03, 0.08, 0.04], [-0.24, -1.04, -1.99], [-0.21, -0.07, -0.10], [1.73, -1.64, -2.78]]
}

5.
{
  "formula": "Cl6O20Y",
  "method": "the ωB97M-V functional and the def2-TZVPD basis",
  "homo_energy_ev": -1.890,
  "e_tot_ev": -117096.033,
  "homo_lumo_gap_ev": 8.7,
  "lumo_energy_ev": 6.8,
  "charge": -3,
  "species": ["Y", "Cl", "O", "O", "O", "O", "Cl", "O", "O", "O", "O", "Cl", "O", "O", "O", "O", "Cl", "O", "O", "O", "O", "Cl", "O", "O", "O", "O", "Cl"],
  "positions_angstrom": [[0.1731, -0.4586, 0.2663], [-0.1614, 0.6368, 3.9556], [0.0357, 0.5002, 2.2920], [-1.4870, 0.3982, 4.3184], [0.6144, -0.3469, 4.6092], [0.4158, 1.8897, 4.2739], [-2.3132, 1.7309, -1.2201], [-2.8892, 2.8256, -0.4759], [-1.1998, 1.1333, -0.2476], [-3.2777, 0.7351, -1.2187], [-1.7674, 1.9874, -2.6265], [2.7612, 2.3631, -0.4581], [4.0346, 1.7914, -0.1871], [2.8641, 3.1718, -1.5996], [1.7021, 1.3995, -0.6362], [2.2323, 3.1813, 0.5792], [-1.5952, -3.0021, 1.0169], [-0.8830, -2.4631, -0.1438], [-1.2073, -4.3595, 1.4406], [-1.3853, -2.1197, 2.0977], [-2.9605, -2.9349, 0.6180], [0.8404, -1.2081, -3.4799], [-0.2805, -1.6825, -4.2295], [1.6951, -2.3386, -2.9767], [1.6163, -0.4433, -4.3313], [0.2736, -0.4779, -2.3637], [2.1487, -1.9090, 0.7270]],
  "forces_ev_per_angstrom": [[1.22, 0.66, -0.33], [3.32, -1.28, -3.81], [-0.85, 0.32, 4.23], [-2.42, 0.97, -0.36], [1.04, -1.35, -0.15], [-1.00, 1.28, -0.15], [3.09, -0.01, 0.31], [1.22, 0.90, -1.25], [-1.88, 1.99, -2.47], [-1.99, -2.41, -1.20], [-1.35, 0.00, 4.36], [-1.75, 1.00, 1.07], [0.37, -0.76, 0.61], [0.40, 0.84, -2.50], [-0.15, -2.34, -0.67], [0.93, 0.91, 1.86], [-1.53, -2.00, 0.23], [1.13, -0.57, -0.41], [-0.19, 1.80, -1.47], [0.94, 1.44, 1.24], [-0.89, -0.92, 0.13], [-0.14, -4.47, 1.73], [-0.70, -0.88, -0.38], [-1.77, 1.82, -0.57], [2.03, 2.73, -1.44], [0.42, 0.52, 1.18], [0.47, -0.19, 0.20]]
}

6.
{
  "formula": "C16H13IN3O2PbS3",
  "method": "the ωB97M-V functional and the def2-TZVPD basis",
  "homo_energy_ev": -4.384,
  "e_tot_ev": -71224.370,
  "homo_lumo_gap_ev": 6.6,
  "lumo_energy_ev": 2.2,
  "e_above_lowest_ev": 0.0453,
  "charge": -1,
  "species": ["Pb", "C", "C", "N", "C", "C", "C", "O", "C", "C", "N", "C", "C", "C", "C", "C", "C", "I", "C", "O", "H", "H", "H", "H", "H", "H", "H", "H", "H", "H", "H", "H", "S", "C", "S", "S", "N", "C", "H"],
  "positions_angstrom": [[1.1657, -0.5013, 2.2085], [4.2736, 0.9624, -0.9452], [2.9522, 0.8353, -1.6344], [2.7832, 1.4148, -2.7932], [1.5683, 1.3429, -3.3834], [0.4936, 0.7047, -2.8307], [-0.8088, 0.7267, -3.5818], [-1.2350, -0.5683, -4.0187], [0.6467, 0.0522, -1.5760], [-0.5091, -0.5785, -0.9867], [-0.5599, -1.1026, 0.1812], [-1.7909, -1.5322, 0.6788], [-2.8695, -0.6512, 0.7769], [-4.0663, -1.0634, 1.3404], [-4.2060, -2.3566, 1.8214], [-3.1408, -3.2441, 1.7393], [-1.9454, -2.8291, 1.1788], [-0.3451, -4.1630, 0.9970], [1.9135, 0.0879, -0.9510], [2.2375, -0.4717, 0.1582], [4.9672, 1.4979, -1.5901], [4.6731, -0.0200, -0.6873], [4.1479, 1.4997, -0.0021], [1.4724, 1.8504, -4.3380], [-0.7017, 1.3977, -4.4397], [-1.6247, 1.1118, -2.9681], [-0.4689, -0.9969, -4.4145], [-1.4078, -0.6140, -1.6078], [-2.7288, 0.3688, 0.4404], [-4.8888, -0.3635, 1.4157], [-5.1375, -2.6777, 2.2691], [-3.2388, -4.2557, 2.1090], [1.5025, 4.2243, 1.6240], [1.3964, 2.6159, 1.9932], [-0.0868, 1.7252, 1.6915], [2.6952, 1.6963, 2.6774], [0.8006, 1.2040, 6.0316], [0.9773, 0.5594, 5.0632], [1.0936, 2.1116, 6.3534]],
  "forces_ev_per_angstrom": [[0.24, -0.03, -0.16], [0.02, -0.01, 0.00], [-0.03, -0.03, -0.03], [0.01, 0.00, -0.01], [0.01, -0.01, -0.03], [0.02, -0.02, 0.01], [0.00, 0.01, 0.01], [-0.01, 0.02, -0.05], [0.03, -0.01, 0.00], [-0.07, -0.08, 0.01], [0.13, -0.07, 0.02], [-0.06, -0.07, -0.05], [-0.02, -0.04, 0.04], [0.00, 0.03, 0.00], [-0.01, -0.02, 0.02], [-0.01, 0.03, -0.01], [0.12, 0.04, -0.08], [-0.08, -0.03, 0.05], [0.13, 0.20, 0.03], [-0.24, -0.16, -0.01], [0.00, 0.00, 0.00], [0.00, 0.00, -0.01], [0.00, -0.01, 0.00], [0.00, 0.00, 0.00], [-0.02, 0.00, 0.00], [0.01, -0.01, 0.01], [0.01, -0.02, 0.04], [0.00, 0.08, 0.02], [-0.01, 0.00, -0.01], [0.00, 0.00, 0.00], [0.00, 0.00, 0.00], [0.00, 0.00, 0.00], [0.03, -0.06, 0.09], [-0.16, 0.11, -0.04], [-0.02, 0.12, 0.05], [0.12, 0.04, 0.00], [0.49, 0.42, -0.41], [-0.40, -0.39, 0.29], [-0.20, -0.03, 0.23]]
}